Entry 1:
DFT (wB97M-V/def2-TZVPD) results for a structure of composition C24H25N8O4V at a distorted geometry.

## Properties
LUMO (alpha / beta)	-0.1256 / -0.1272	Eh
electronic energy	-71083.75717	eV
net charge	+1
energy above the lowest of the compared OMol25 structures with the same formula, charge and spin	0.00	kcal/mol
orbital gap (alpha / beta)	0.2961 / 0.2974	hartree
expectation value of S²	3.757
2S+1	4

Geometry as XYZ:
```
62
Properties=species:S:1:pos:R:3:forces:R:3:lowdin_spin:R:1
V -0.159739 -0.753867 0.860489 0.43 -1.77 0.27 2.7934
O -1.577116 -2.256561 0.430209 0.40 -0.55 0.17 0.0285
C -1.429765 -3.487952 0.657936 0.09 0.72 -0.10 0.0168
C -0.313075 -4.116214 1.233308 1.19 0.77 0.45 0.0026
C -0.347532 -5.514586 1.356220 0.42 0.09 0.10 0.0023
C 0.735161 -6.139434 1.888531 -0.12 -0.50 0.14 -0.0004
C 1.895573 -5.485418 2.342006 -0.17 -0.67 -0.11 0.0027
C 1.959871 -4.151449 2.216979 0.32 0.40 0.21 -0.0013
C 0.883745 -3.418547 1.697285 -0.38 -0.38 -0.05 0.0098
O 1.100669 -2.154091 1.718299 -1.77 1.59 -0.96 0.0216
N 0.690268 -7.588955 2.013319 0.24 -0.34 -0.05 -0.0001
O -0.300882 -8.160819 1.617920 -0.25 -0.15 -0.03 -0.0005
O 1.666450 -8.131292 2.488097 0.02 -0.13 0.09 0.0001
H -2.227343 -4.177754 0.382687 -0.35 0.15 -0.16 -0.0003
H -1.201780 -6.088844 1.028739 -0.02 -0.05 0.01 0.0001
H 2.696519 -6.065187 2.769469 0.04 -0.11 0.00 0.0001
H 2.796945 -3.534869 2.531484 0.01 -0.37 0.02 0.0000
C 3.049906 1.506419 2.627647 -0.18 0.04 -0.31 -0.0007
C 2.120187 0.523414 2.368385 0.30 0.14 -0.40 0.0175
N 1.424118 0.553319 1.219781 -0.44 0.04 -0.18 0.0157
C 1.596653 1.518684 0.316738 -0.03 -0.37 0.46 0.0219
C 2.455184 2.572833 0.510844 -0.14 -0.39 0.34 0.0003
C 3.183276 2.519777 1.690246 0.41 0.80 0.15 0.0132
C 2.412327 3.734776 -0.372380 0.32 0.30 -0.14 0.0003
C 2.253017 3.796049 -1.695581 0.06 0.09 0.02 -0.0017
C 2.202474 2.695571 -2.658218 0.22 -0.42 -0.34 -0.0001
C 1.875632 2.930803 -3.986608 -0.01 -0.09 -0.07 -0.0002
C 1.869669 1.837930 -4.852906 -0.04 0.57 0.09 0.0000
N 2.163477 0.615502 -4.450802 0.06 -0.26 0.10 -0.0002
C 2.496034 0.499886 -3.168284 0.09 0.08 0.08 0.0003
N 2.543279 1.459072 -2.258805 -0.12 0.05 -0.20 0.0003
H 3.631198 1.524981 3.534423 0.02 -0.10 0.09 -0.0003
H 1.930319 -0.318692 3.019729 -0.01 0.08 0.03 0.0022
H 0.988926 1.487128 -0.575915 0.03 -0.14 0.14 0.0030
H 3.859525 3.336955 1.894651 0.15 0.08 0.10 0.0007
H 2.495581 4.670511 0.159153 0.07 0.25 0.00 0.0000
H 2.213916 4.771013 -2.163346 -0.08 0.14 0.14 -0.0001
H 1.648350 3.928116 -4.336895 -0.03 -0.01 -0.04 0.0000
H 1.632441 1.969231 -5.900805 -0.06 -0.02 -0.05 0.0000
H 2.773657 -0.481470 -2.816706 0.04 -0.27 -0.05 0.0001
C -1.685410 0.554881 -1.199199 -0.17 0.12 0.25 0.0074
N -2.640237 1.476057 -1.753850 -0.31 0.23 0.65 0.0000
C -2.334449 2.825249 -1.230767 -0.21 0.09 -0.18 0.0004
N -2.417435 2.918004 0.234410 -0.47 -0.15 -0.04 0.0022
C -1.452759 2.018023 0.793618 -0.33 -0.12 -0.17 0.0108
N -1.700887 0.610614 0.320799 0.55 -0.15 0.02 0.0107
C -3.083101 0.208962 0.754417 -0.06 0.28 0.21 0.0083
N -4.065929 1.121299 0.215293 0.25 0.12 -0.03 0.0010
C -3.979260 1.073105 -1.243518 0.18 0.49 -0.25 0.0004
C -3.756626 2.484095 0.671905 -0.06 0.00 -0.24 0.0001
H -0.687261 0.796786 -1.580094 0.03 -0.01 0.11 0.0023
H -1.955076 -0.462877 -1.500598 0.14 0.05 0.11 0.0018
H -3.048277 3.528094 -1.658280 0.00 0.01 -0.04 0.0001
H -1.326843 3.109613 -1.557422 -0.11 -0.02 0.08 0.0000
H -1.503410 2.018871 1.886661 -0.02 -0.02 -0.08 0.0027
H -0.473162 2.358888 0.486331 0.09 -0.13 0.01 0.0009
H -3.110637 0.233529 1.854743 0.00 -0.06 -0.30 0.0028
H -3.270919 -0.802404 0.394909 0.01 0.12 0.11 0.0005
H -4.713173 1.759605 -1.667300 -0.05 -0.12 0.00 0.0000
H -4.168306 0.058282 -1.581900 -0.17 -0.08 -0.07 0.0000
H -3.821768 2.516052 1.762796 0.09 0.03 -0.10 0.0000
H -4.492192 3.169303 0.259717 -0.11 0.05 -0.03 0.0000
```
Positions in Å, forces in eV/Å.

---

Entry 2:
DFT (wB97M-V/def2-TZVPD) results for an isolated molecule of C24H25NO3.

## Properties
LUMO	0.0275	Eh
electronic energy	-32926.59614	eV
energy above the lowest of the compared OMol25 structures with the same formula, charge and spin	8.63	kcal/mol
SMILES string	CCOCCOc1cccc(C(=O)NC(c2ccccc2)c2ccccc2)c1
orbital gap	0.3454	hartree

Geometry as XYZ:
```
53
Properties=species:S:1:pos:R:3:forces:R:3:nbo_charge:R:1
C -2.710968 -1.152624 -2.326955 0.29 0.22 -0.26 -0.6398
C -2.205183 -0.052209 -3.256306 -0.28 -0.04 0.11 -0.0604
O -0.794024 -0.001754 -3.360247 0.17 0.13 0.06 -0.5551
C -0.236079 -0.965537 -4.228111 0.12 -0.09 -0.05 -0.1014
C 1.297635 -0.890876 -4.137430 -0.36 0.28 -0.13 -0.0877
O 1.895476 -2.074358 -3.660505 0.16 -0.39 0.22 -0.4902
C 1.661837 -2.474486 -2.375470 0.12 -0.13 0.07 0.2949
C 2.212254 -3.703923 -2.009068 -0.06 0.16 -0.17 -0.2466
C 2.003691 -4.208718 -0.741338 0.00 0.05 -0.06 -0.1908
C 1.244418 -3.504620 0.178388 -0.16 0.19 0.14 -0.1954
C 0.719870 -2.268206 -0.170798 0.16 -0.44 -0.10 -0.1279
C 0.930548 -1.749715 -1.444721 0.05 0.12 -0.14 -0.2703
H 0.478004 -0.810574 -1.717014 -0.07 0.09 -0.06 0.2326
C -0.125178 -1.528956 0.812522 0.05 0.07 -0.11 0.6721
O -0.922729 -2.081166 1.545447 -0.06 -0.21 0.18 -0.6193
N 0.050191 -0.184634 0.794275 -0.09 0.38 -0.09 -0.6120
H 0.830760 0.203970 0.289163 0.03 -0.14 0.00 0.4024
C -0.639753 0.694188 1.718289 -0.05 -0.18 0.15 -0.1084
C 0.328616 1.148195 2.792243 -0.02 -0.06 0.09 -0.0364
C 1.231440 2.171639 2.531107 -0.02 -0.03 0.04 -0.1663
C 2.145647 2.559467 3.493894 0.08 0.05 -0.07 -0.2224
C 2.169571 1.924459 4.724310 0.05 0.00 0.09 -0.2142
C 1.278292 0.898240 4.986860 0.06 -0.01 0.10 -0.2040
C 0.362830 0.510049 4.024094 -0.06 0.02 -0.08 -0.2025
H -0.328427 -0.295329 4.224938 -0.09 -0.09 0.01 0.2213
H 1.295597 0.398464 5.944186 0.00 -0.04 0.08 0.2140
H 2.882414 2.228961 5.476381 0.05 0.03 0.06 0.2132
H 2.840612 3.359389 3.283865 0.06 0.06 -0.01 0.2124
H 1.208617 2.673624 1.573656 -0.02 0.09 -0.08 0.2064
C -1.283593 1.876771 1.030806 -0.09 -0.03 -0.12 -0.0353
C -1.249764 2.057497 -0.344110 0.02 -0.09 0.11 -0.1798
C -1.842449 3.170493 -0.918165 -0.05 0.14 -0.09 -0.2232
C -2.476747 4.111335 -0.127904 -0.02 0.05 -0.12 -0.2180
C -2.520822 3.932993 1.245460 -0.03 0.01 0.10 -0.2023
C -1.927764 2.824969 1.819462 -0.03 -0.01 -0.06 -0.2014
H -1.956970 2.688521 2.891031 0.01 0.01 0.12 0.2173
H -3.017443 4.660867 1.870053 -0.04 0.06 0.05 0.2139
H -2.936250 4.978904 -0.577935 -0.03 0.07 -0.04 0.2132
H -1.801813 3.301711 -1.990049 0.00 0.02 -0.09 0.2121
H -0.770880 1.330201 -0.981499 0.07 -0.11 -0.07 0.2112
H -1.420977 0.072883 2.176016 0.18 0.15 -0.07 0.2561
H 1.051408 -3.898874 1.163671 -0.04 -0.04 0.09 0.2295
H 2.426501 -5.164935 -0.472169 0.05 -0.08 0.02 0.2168
H 2.787562 -4.247496 -2.741770 0.07 -0.07 -0.09 0.2246
H 1.567855 -0.028344 -3.515655 -0.01 -0.06 -0.05 0.1878
H 1.733949 -0.755756 -5.128866 -0.05 0.03 0.14 0.2020
H -0.556910 -1.978960 -3.952956 0.05 0.05 -0.06 0.1851
H -0.572968 -0.768448 -5.256212 0.03 -0.03 0.10 0.1767
H -2.644236 -0.167268 -4.257430 0.01 0.08 0.06 0.1638
H -2.494216 0.923857 -2.858256 -0.06 -0.08 -0.10 0.1890
H -2.454663 -2.139854 -2.703967 -0.02 -0.12 0.00 0.2069
H -2.279494 -1.039727 -1.335413 0.02 0.02 0.13 0.2173
H -3.792080 -1.085085 -2.246396 -0.14 -0.03 0.03 0.2187
```
Positions in Å, forces in eV/Å.